(1)
# C39H56BBr2N4O6S

3 unconnected molecules or ions with the total composition C39H56BBr2N4O6S at a distorted geometry (ωB97M-V with the def2-TZVPD basis set, the Open Molecules 2025 dataset).

```
109
C39H56BBr2N4O6S | the Open Molecules 2025 dataset | ωB97M-V with the def2-TZVPD basis set
Br -0.80767 -1.48128 -1.20337
Br 1.50921 -1.91453 0.37883
S -4.38416 -1.60673 -2.15614
O 6.29111 -6.08610 2.97333
O 1.65265 -0.10692 3.15734
O 4.01283 -4.10344 7.33616
O -4.01080 -3.98718 -8.44732
O -4.74801 1.29935 -2.02855
O -3.39905 -5.09127 -3.29368
N -4.40697 0.43723 -4.23087
N -4.51852 1.79666 -4.41141
N 2.29561 1.57182 1.20305
N 3.88707 1.03321 3.25059
C -4.00309 -2.17827 0.61982
C -3.55341 -3.44449 -4.96794
C 2.62930 0.93949 -0.07861
C 5.76733 -5.63155 3.97613
C 4.85296 -4.47240 3.90588
C -3.33284 0.43533 0.98208
C 1.03135 3.64024 0.54953
C 4.81278 -4.42417 0.06031
C -5.14035 -1.72705 -0.43743
C -0.23186 4.61684 0.76044
C -0.36377 1.38688 1.21743
C -4.53078 0.11810 -2.81279
C -4.73385 2.32067 -3.05750
C 0.86935 -0.25668 -3.23497
C -2.95645 1.59645 2.03730
C 4.79956 -0.75161 0.31199
C 5.45059 -5.71731 6.40556
C -3.54135 -1.03434 1.66062
C 5.18765 -1.73110 -0.94330
C -3.20464 5.44350 1.46388
C -3.85664 -5.63502 -6.77477
C 1.94359 -0.30653 -0.71986
C -1.40336 1.67022 2.46456
C 1.39685 3.25543 -0.97182
C -3.70578 -3.16560 -6.26366
C 4.53630 -4.55818 6.33501
C 4.28104 -3.97262 5.00241
C 4.85414 -3.29225 -0.63313
C 0.96212 2.24640 1.39080
C -3.70425 -5.91327 -5.47871
C -3.86972 -4.24040 -7.26473
C 4.26628 0.69430 -0.09031
C -3.54037 -4.83828 -4.47817
C 2.55521 2.16182 -1.20017
C 0.58137 -0.06799 -1.63927
C -2.08469 7.18948 -0.12073
C 6.02273 -6.21723 5.30846
C -1.37643 4.56750 -0.36313
C -2.54283 5.64465 0.00104
B 2.57090 0.79830 2.51493
H 4.81630 1.47524 0.58603
H -3.71686 -2.14931 -6.63844
H -2.64141 0.39584 0.04501
H -3.97723 -6.41008 -7.52141
H 4.48201 1.70727 2.73764
H 2.98256 2.37189 1.29676
H 6.69427 -7.06629 5.34283
H 4.68280 0.91458 -1.16103
H -5.89664 -2.61535 -0.50027
H -1.86988 3.53642 -0.51482
H -3.15273 -2.66985 0.02208
H 4.19300 -1.30922 1.13957
H 6.33674 -1.64545 -1.13340
H 4.68353 -1.43979 -1.93198
H -0.97558 4.88437 -1.41177
H -2.56168 -1.38803 2.19009
H -3.39858 2.58852 1.64820
H 5.83478 -0.57445 0.83397
H 2.52779 1.73065 -2.28643
H 3.55588 2.77200 -1.18602
H -3.15835 6.40453 2.12428
H -3.69319 -6.92922 -5.10333
H -0.61592 4.43555 1.84764
H -5.74367 -0.79662 -0.13304
H 1.56382 0.22509 4.09774
H -0.25816 0.24666 1.17374
H -3.43289 -2.67038 -4.22097
H -2.84396 7.81162 0.51150
H -3.55082 1.35299 3.01494
H -2.18192 7.62303 -1.19976
H 3.60948 -3.12345 4.96782
H 4.81960 -5.34914 0.76413
H 0.47253 3.00714 -1.64323
H 1.95357 4.23116 0.96724
H -1.20481 2.68958 2.96238
H 0.41762 0.68133 -3.75967
H 1.98458 -0.30628 -3.50774
H -4.47621 -3.03272 1.26247
H -4.38389 0.71817 0.55431
H -3.38550 5.49227 -0.79142
H -4.35235 -0.99616 2.49383
H -4.85839 3.44348 -2.79160
H 0.05719 0.92408 -1.45289
H -1.15343 0.86396 3.27364
H -1.03944 7.41722 0.31458
H -2.74891 4.59684 2.09360
H 0.26109 -1.15328 -3.66840
H 5.62714 -6.13353 7.38954
H 2.69027 -0.72982 -1.52005
H -4.32835 5.22305 1.30729
H 4.67633 -4.05587 2.92152
H 0.18976 5.70611 0.78187
H 3.59252 1.56435 4.10782
H -0.94790 1.75396 0.27394
H 0.96867 2.59912 2.51125
H 1.80647 4.24613 -1.44673
```

total energy = -211173.98904 eV
largest force on an atom = 0.14389 hartree/bohr
HOMO level = -10.41 eV
total charge = +1

***

(2)
# C15H18N4O4

A single C15H18N4O4 molecule at a distorted geometry (ωB97M-V with the def2-TZVPD basis set, the Open Molecules 2025 dataset).

```
41
C15H18N4O4 | the Open Molecules 2025 dataset | ωB97M-V with the def2-TZVPD basis set
O 2.99695 -1.80973 -1.38128
O 1.41388 0.74065 2.62309
O 1.73830 3.81194 -0.91230
O -0.42113 4.59762 -1.03462
N -3.37410 -0.43821 1.50693
N 2.69725 0.99419 -0.37178
N 0.40702 1.94545 0.92276
N 3.43049 -3.22639 0.30803
C -2.24478 1.00095 0.18874
C -2.95249 -1.17707 0.42464
C 1.19314 0.92170 1.45079
C 2.42060 -1.16675 0.93061
C -3.02387 -2.50488 0.11033
C -1.60345 -0.75905 -1.63496
C 2.99052 -2.03991 -0.15382
C -1.65592 -2.10053 -1.93671
C -1.69761 2.28038 -0.28394
C 1.78055 0.10481 0.34909
C 0.37932 3.70770 -0.84906
C -2.25161 -0.30512 -0.45110
C -2.94595 0.87771 1.35997
C -0.09470 2.27422 -0.35362
C -2.35436 -2.91830 -1.04069
H 1.08168 -0.09371 -0.41180
H 1.66359 -1.65868 1.50159
H 2.18200 2.97400 -0.79513
H -2.07956 3.12784 0.32437
H 3.76995 -3.94959 -0.33833
H -3.43688 -3.29465 0.76639
H 3.10852 -0.87866 1.75603
H 3.62610 0.98893 0.15789
H -3.12599 1.68971 2.03880
H -1.24951 -2.41432 -2.92716
H -1.98765 2.36558 -1.29577
H 3.58464 -3.40763 1.35064
H 0.06607 2.63746 1.66195
H 2.91041 0.62672 -1.33771
H 0.31628 1.56068 -1.03665
H -2.48921 -3.96257 -1.19124
H -3.56034 -0.92257 2.45416
H -1.20818 -0.19992 -2.44913
```

total energy = -29998.23006 eV
largest force on an atom = 0.08997 hartree/bohr
HOMO level = -8.04 eV
ΔE to the lowest compared entry with this formula, charge and spin = 170.4 kJ/mol

***

(3)
# C5H12N2O

2 unconnected molecules or ions with the total composition C5H12N2O at a distorted geometry (ωB97M-V with the def2-TZVPD basis set, the Open Molecules 2025 dataset).

```
20
C5H12N2O | the Open Molecules 2025 dataset | ωB97M-V with the def2-TZVPD basis set
O 0.09283 2.02438 -2.36768
N 2.47484 -0.36058 2.70676
N -2.33732 0.19980 -1.31631
C 0.81548 -0.21622 0.92648
C 1.12935 -0.62260 2.19272
C -0.99806 0.49391 -0.72915
C 0.10128 0.67514 -1.86655
C -0.53371 -0.55760 0.23305
H 1.09801 0.41980 -1.46333
H 2.94057 -0.98156 3.42235
H -1.13969 1.42841 -0.17045
H -1.61081 1.85449 -1.74321
H 0.51230 -1.30156 2.73095
H 3.12861 -0.40320 1.89731
H 1.62767 0.21901 0.33470
H -0.26619 0.09097 -2.70644
H -3.03206 -0.28362 -0.66635
H -1.27478 -0.72969 1.11506
H -2.34425 -0.42880 -2.14448
H -0.38407 -1.52047 -0.38544
```

total energy = -10401.09407 eV
largest force on an atom = 0.08749 hartree/bohr
HOMO level = -8.45 eV
ΔE to the lowest compared entry with this formula, charge and spin = 707.2 kJ/mol

***

(4)
# C37H83Br2NO8P

8 unconnected molecules or ions with the total composition C37H83Br2NO8P at a distorted geometry (ωB97M-V with the def2-TZVPD basis set, the Open Molecules 2025 dataset).

```
132
C37H83Br2NO8P | the Open Molecules 2025 dataset | ωB97M-V with the def2-TZVPD basis set
Br -0.55101 -0.22521 0.33252
Br -2.78518 2.46106 0.02695
P -5.84134 2.59091 1.10390
O 0.80548 -2.92909 3.96065
O -7.42495 2.07745 1.42805
O -2.34182 4.38133 -3.04639
O 2.97195 -2.91622 -1.73759
O 1.16654 6.18354 -6.94257
O 4.73202 -9.35189 4.65048
O -6.97773 -2.29234 0.19871
O 6.35450 -0.03979 0.81497
N -2.28052 0.82825 2.42089
C 0.88737 -2.85707 -3.03928
C 4.34009 -1.80607 -3.45653
C -3.22772 1.52533 1.67697
C -9.34015 -2.83003 -0.23901
C -0.12530 2.16296 2.07137
C -7.29943 -1.80912 2.58572
C 0.01674 -3.64130 1.74121
C 3.84879 -8.36005 4.15554
C 3.84482 -3.10513 -2.84306
C 5.56936 -8.04509 6.55914
C 5.04949 0.09652 1.35075
C -7.94878 -3.32744 0.11463
C -7.21722 -1.28333 1.16259
C 2.09367 6.91030 -9.10319
C -2.97910 6.74897 -2.83990
C -1.44126 4.59444 -5.32760
C 0.42656 -4.11163 4.65351
C 6.72068 2.34971 0.35598
C 4.49428 -7.42100 3.14878
C 6.73923 0.91966 -0.15773
C -5.03772 0.93993 3.42765
C -2.62669 0.20458 3.61875
C 0.90262 6.86387 -8.16098
C -1.94184 5.66737 -2.59392
C -0.62983 2.95709 3.33886
C 1.77536 -2.20127 -1.99572
C 1.14746 -3.08594 2.58959
C 1.94949 8.15174 -5.69219
C 1.50855 -5.17616 4.67457
C -3.97006 0.22523 4.17092
C -4.62104 1.59510 2.15953
C 5.88578 -8.88341 5.33249
C 3.95056 0.00410 0.30568
C -0.85235 0.73450 2.03129
C -5.60177 4.35751 1.74987
C 2.20154 6.71994 -6.13296
C -2.62452 4.26143 -4.43565
H 7.75820 0.66531 -0.45444
H -1.11579 5.62811 -5.20598
H -4.49075 4.44085 1.93706
H 0.52316 7.87068 -7.95833
H 0.32290 -3.70380 0.69470
H 0.62870 -3.87409 -2.73488
H 2.00594 -1.16494 -2.26883
H -0.31657 0.12778 2.81581
H 4.89652 -7.98591 2.30426
H -0.28300 -4.64076 2.05909
H 1.76426 -5.51980 3.67102
H 0.20673 -3.80960 5.67984
H -1.83106 -0.33267 4.18265
H -0.10921 3.93488 3.50145
H -7.60763 -4.00614 -0.66866
H -2.91075 3.22130 -4.60337
H 2.96787 0.07576 0.78008
H 1.17778 -6.04193 5.25155
H -8.12518 -2.50926 2.71654
H 3.76196 -6.70210 2.77433
H -0.97760 5.93970 -3.03552
H -6.37889 -2.33600 2.85105
H -9.32208 -2.28940 -1.18870
H 5.03298 -2.01272 -4.27444
H 6.12117 0.81740 -1.05618
H 2.04939 -3.69708 2.49084
H -7.77027 1.81245 0.55259
H 5.01892 -7.13748 6.30429
H 3.16589 6.62998 -6.64403
H -3.49710 4.86776 -4.69811
H -7.44529 -0.98431 3.28746
H -9.73538 -2.14971 0.51730
H -6.08720 1.02997 3.78998
H -6.08827 4.40165 2.76204
H 6.43961 -9.77125 5.64370
H -8.11670 -0.71565 0.89982
H 2.93654 7.45030 -8.66934
H -0.03478 -2.28540 -3.16661
H 4.85323 -1.20029 -2.70476
H 6.49113 -7.74779 7.06309
H 4.92531 -0.71761 2.06823
H -7.96379 -3.90893 1.04195
H 0.09020 6.32041 -8.64733
H 4.97125 1.02809 1.92306
H 6.53778 -8.33841 4.64139
H -0.21834 2.71878 1.10871
H 1.00568 8.22194 -5.14525
H -5.96826 5.12661 1.03055
H 3.02974 -8.89036 3.66549
H 1.40840 -2.09053 2.22090
H -1.77407 5.57628 -1.51743
H 4.02330 0.80140 -0.43687
H 0.95810 1.91348 2.27456
H 5.31891 -6.85720 3.58751
H -1.70410 4.45052 -6.37713
H -0.44179 2.31148 4.25081
H 3.36873 -3.73919 -3.59753
H 4.95507 -8.61381 7.26131
H 4.01116 -0.94727 -0.22928
H -6.37651 -0.58353 1.09237
H -0.50738 -4.50842 4.24085
H 3.52176 -1.20567 -3.85766
H 1.37792 -2.92223 -4.01138
H -2.63431 7.70346 -2.43722
H 3.40238 -7.80137 4.98538
H -3.92469 6.48752 -2.35804
H 2.42178 -4.78264 5.12751
H -3.18172 6.88731 -3.90272
H 2.43672 5.89878 -9.33453
H -1.73377 3.16134 3.33359
H 7.05985 3.03688 -0.42188
H 4.70182 -3.66582 -2.46610
H -10.03251 -3.66945 -0.32541
H -0.58949 3.95335 -5.08726
H -0.86341 -2.99611 1.81400
H 1.88728 8.83618 -6.53954
H 2.26047 6.08233 -5.24780
H 7.37511 2.45121 1.22525
H 5.72022 2.66087 0.66152
H 1.23271 -2.15755 -1.04713
H -4.24038 -0.24906 5.14223
H 1.82157 7.41108 -10.03447
H 2.75625 8.49584 -5.04187
```

total energy = -206948.27213 eV
largest force on an atom = 0.07474 hartree/bohr
HOMO level = -10.79 eV
total charge = +1

***

Question: Which of these has the highest largest force on an atom?
Answer: C39H56BBr2N4O6S

***

Question: Which value of HOMO level does entry 2 give?
Answer: -8.04 eV

***

Question: Look up the total energy of the second one.
Answer: -29998.23006 eV